Record 1
96
Properties=species:S:1:pos:R:3 method="wB97M-V/def2-TZVPD" max_force_ev_per_a=1.0 total_charge=+3 relative_energy_kj_mol=14.2 e_lumo_ha="-0.417 / -0.417" e_tot_ev=-139776.0291 gap_ha="0.1751 / 0.1751"
Tc 0.185 -0.215 0.443
O 2.040 -2.442 1.611
S 1.109 -2.704 0.558
O 1.247 -1.730 -0.613
N -0.388 -2.179 0.879
C -0.923 -2.281 2.189
C -1.147 -3.443 2.882
C -1.776 -3.397 4.143
C -2.206 -2.215 4.679
C -1.999 -1.003 3.978
C -2.445 0.257 4.418
C -2.232 1.379 3.644
C -1.542 1.258 2.446
N -1.042 0.089 2.029
C -1.316 -1.055 2.748
C 1.121 -4.360 0.086
C 0.229 -4.795 -0.894
C 0.224 -6.136 -1.223
C 1.095 -7.011 -0.578
C 1.977 -6.561 0.397
C 2.001 -5.220 0.742
H -0.862 -4.398 2.457
H -1.940 -4.323 4.678
H -2.717 -2.192 5.633
H -2.977 0.336 5.359
H -2.590 2.352 3.948
H -1.367 2.118 1.813
H -0.444 -4.098 -1.378
H -0.455 -6.506 -1.978
H 1.084 -8.061 -0.841
H 2.647 -7.253 0.888
H 2.679 -4.844 1.496
C 4.342 4.742 -1.710
C 3.724 3.970 -2.867
C 2.221 3.758 -2.713
N 1.912 2.962 -1.496
C 2.163 1.721 -1.247
S 1.992 1.104 0.431
N 2.579 0.803 -2.127
C 2.024 0.686 -3.479
O 0.976 1.235 -3.691
C 2.797 -0.160 -4.381
C 4.146 -0.452 -4.158
C 4.838 -1.225 -5.074
C 4.187 -1.706 -6.203
C 2.847 -1.414 -6.429
C 2.149 -0.636 -5.524
H 5.380 4.992 -1.925
H 4.340 4.165 -0.782
H 3.809 5.678 -1.530
H 4.220 3.004 -3.001
H 3.864 4.508 -3.806
H 1.773 3.266 -3.570
H 1.700 4.700 -2.547
H 1.549 3.511 -0.726
H 3.006 -0.037 -1.757
H 4.675 -0.049 -3.302
H 5.886 -1.442 -4.918
H 4.732 -2.306 -6.919
H 2.354 -1.789 -7.316
H 1.108 -0.387 -5.688
C -0.680 0.527 -0.749
Ge -2.134 1.631 -1.777
C -1.503 3.469 -1.727
C -1.714 4.323 -2.806
C -1.328 5.659 -2.740
C -0.712 6.152 -1.600
C -0.500 5.310 -0.509
C -0.904 3.985 -0.576
C -3.435 1.380 -0.357
C -3.753 0.106 0.114
C -4.680 -0.058 1.130
C -5.304 1.056 1.683
C -4.998 2.328 1.218
C -4.060 2.490 0.206
C -2.265 0.630 -3.422
C -2.797 1.187 -4.583
C -2.955 0.411 -5.722
C -2.585 -0.926 -5.710
C -2.055 -1.490 -4.558
C -1.897 -0.716 -3.420
H -2.184 3.970 -3.714
H -1.513 6.312 -3.583
H -0.412 7.190 -1.551
H -0.046 5.697 0.395
H -0.759 3.357 0.299
H -3.299 -0.777 -0.331
H -4.940 -1.051 1.475
H -6.046 0.930 2.461
H -5.500 3.193 1.632
H -3.830 3.489 -0.149
H -3.117 2.219 -4.617
H -3.374 0.851 -6.616
H -2.717 -1.530 -6.598
H -1.769 -2.534 -4.548
H -1.478 -1.176 -2.529

=====

Record 2
20
Properties=species:S:1:pos:R:3 method="wB97M-V/def2-TZVPD" max_force_ev_per_a=4.5 total_charge=-1 relative_energy_kj_mol=411.5 e_lumo_ha=0.138 e_tot_ev=-10962.7256 gap_ha=0.2463
C 0.124 1.715 0.801
O -0.392 2.702 0.103
C 0.281 0.337 -0.023
C -1.077 0.279 -0.879
C -1.688 -1.041 -0.356
C -1.342 -2.305 -0.635
N 1.355 0.646 -1.035
H -0.457 1.459 1.793
H 1.167 1.995 1.079
H 0.596 -0.619 0.360
H -1.605 1.225 -0.651
H -0.842 0.116 -1.925
H -2.514 -0.982 0.350
H -0.747 -2.796 -1.374
H -1.845 -3.017 0.007
H 1.278 0.187 -1.943
H 1.202 1.608 -1.338
H 1.971 -1.198 1.782
H 2.169 0.169 1.591
O 2.365 -0.481 2.291

=====

Record 3
81
Properties=species:S:1:pos:R:3 method="wB97M-V/def2-TZVPD" spin_multiplicity=3 max_force_ev_per_a=4.1 total_charge=+1 relative_energy_kj_mol=269.8 e_lumo_ha="-0.112 / -0.100" e_tot_ev=-85786.1713 gap_ha="0.2707 / 0.2864"
V 0.660 0.627 -0.004
C 2.117 -2.252 -2.297
C 1.252 -3.004 -1.320
N 1.371 -4.328 -1.329
C 0.541 -5.056 -0.584
C -0.527 -4.519 0.110
C -1.510 -5.432 0.804
O -1.864 -4.982 2.110
C -0.672 -3.132 0.122
C -1.942 -2.530 0.600
N -2.110 -1.280 0.619
C -3.364 -0.708 0.867
C -4.358 -1.248 1.679
C -5.573 -0.595 1.822
C -5.813 0.601 1.156
C -4.823 1.167 0.361
C -3.612 0.513 0.247
I -2.094 1.348 -0.940
C 0.314 -2.370 -0.501
O 0.350 -1.012 -0.320
H 1.798 -2.506 -3.310
H 3.154 -2.566 -2.206
H 2.044 -1.175 -2.185
H 0.715 -6.128 -0.580
H -1.094 -6.439 0.836
H -2.439 -5.491 0.237
H -1.191 -5.276 2.732
H -2.762 -3.223 0.796
H -4.167 -2.175 2.210
H -6.340 -1.024 2.453
H -6.767 1.102 1.261
H -4.994 2.106 -0.149
C 4.641 -1.311 0.304
Sb 3.372 0.400 0.283
C 4.220 1.323 2.006
C 4.373 1.478 -1.250
H 5.583 -0.997 0.752
H 4.821 -1.658 -0.710
H 4.205 -2.118 0.892
H 4.990 2.021 1.680
H 4.670 0.543 2.619
H 3.467 1.858 2.584
H 5.310 1.858 -0.844
H 3.760 2.306 -1.604
H 4.583 0.805 -2.080
C 2.394 4.560 2.999
C 1.415 3.593 3.150
C 0.931 2.913 2.038
C 1.436 3.179 0.769
C 2.423 4.153 0.620
C 2.891 4.840 1.728
N 0.970 2.410 -0.344
C 0.709 3.054 -1.589
C 0.777 2.302 -2.758
C 0.415 2.853 -3.980
C -0.014 4.169 -4.050
C -0.078 4.926 -2.885
C 0.277 4.378 -1.662
H 2.764 5.100 3.862
H 1.007 3.381 4.130
H 0.127 2.196 2.156
H 2.812 4.377 -0.366
H 3.649 5.603 1.599
H 1.131 1.277 -2.713
H 0.475 2.252 -4.878
H -0.293 4.601 -5.001
H -0.419 5.953 -2.926
H 0.195 4.968 -0.757
C -0.464 0.098 4.670
C 0.715 -0.890 4.658
C 1.081 -1.014 3.168
O 0.131 -0.218 2.446
C -1.027 -0.055 3.270
H -0.114 1.120 4.825
H -1.200 -0.137 5.438
H 0.412 -1.856 5.058
H 1.555 -0.533 5.250
H 1.027 -2.048 2.820
H 2.074 -0.625 2.946
H -1.666 -0.941 3.195
H -1.585 0.807 2.906

=====

Record 4
32
Properties=species:S:1:pos:R:3 method="wB97M-V/def2-TZVPD" max_force_ev_per_a=0.9 total_charge=-1 e_lumo_ha=0.050 e_tot_ev=-1067124.1638 gap_ha=0.2636
N 6.954 -1.531 -2.503
C 6.083 -0.757 -2.536
O 5.058 -0.025 -2.440
Al 3.403 -0.804 -2.859
H 2.796 -1.392 -1.485
H 3.639 -1.976 -3.930
H 2.445 0.351 -3.452
C 0.827 -1.025 1.635
Br 0.721 0.865 1.302
Br 0.126 -2.031 0.151
Br 2.606 -1.584 2.097
H 0.197 -1.232 2.487
C -3.483 -2.903 0.966
Br -4.050 -4.680 1.436
Br -4.306 -2.301 -0.661
Br -3.776 -1.670 2.417
H -2.415 -2.938 0.793
C -2.362 2.344 -1.177
Br -2.751 1.173 0.298
Br -1.988 1.353 -2.775
Br -3.763 3.641 -1.443
H -1.465 2.890 -0.921
C -6.582 1.903 0.742
Br -7.142 0.125 1.204
Br -7.424 2.511 -0.875
Br -6.862 3.137 2.192
H -5.516 1.868 0.555
C 5.753 0.841 1.801
Br 4.470 2.210 1.372
Br 6.611 0.189 0.224
Br 6.999 1.434 3.159
H 5.197 0.018 2.226

=====

Please write out number 2 again, unchanged.
20
Properties=species:S:1:pos:R:3 method="wB97M-V/def2-TZVPD" max_force_ev_per_a=4.5 total_charge=-1 relative_energy_kj_mol=411.5 e_lumo_ha=0.138 e_tot_ev=-10962.7256 gap_ha=0.2463
C 0.124 1.715 0.801
O -0.392 2.702 0.103
C 0.281 0.337 -0.023
C -1.077 0.279 -0.879
C -1.688 -1.041 -0.356
C -1.342 -2.305 -0.635
N 1.355 0.646 -1.035
H -0.457 1.459 1.793
H 1.167 1.995 1.079
H 0.596 -0.619 0.360
H -1.605 1.225 -0.651
H -0.842 0.116 -1.925
H -2.514 -0.982 0.350
H -0.747 -2.796 -1.374
H -1.845 -3.017 0.007
H 1.278 0.187 -1.943
H 1.202 1.608 -1.338
H 1.971 -1.198 1.782
H 2.169 0.169 1.591
O 2.365 -0.481 2.291

=====

Repeat the third record exactly.
81
Properties=species:S:1:pos:R:3 method="wB97M-V/def2-TZVPD" spin_multiplicity=3 max_force_ev_per_a=4.1 total_charge=+1 relative_energy_kj_mol=269.8 e_lumo_ha="-0.112 / -0.100" e_tot_ev=-85786.1713 gap_ha="0.2707 / 0.2864"
V 0.660 0.627 -0.004
C 2.117 -2.252 -2.297
C 1.252 -3.004 -1.320
N 1.371 -4.328 -1.329
C 0.541 -5.056 -0.584
C -0.527 -4.519 0.110
C -1.510 -5.432 0.804
O -1.864 -4.982 2.110
C -0.672 -3.132 0.122
C -1.942 -2.530 0.600
N -2.110 -1.280 0.619
C -3.364 -0.708 0.867
C -4.358 -1.248 1.679
C -5.573 -0.595 1.822
C -5.813 0.601 1.156
C -4.823 1.167 0.361
C -3.612 0.513 0.247
I -2.094 1.348 -0.940
C 0.314 -2.370 -0.501
O 0.350 -1.012 -0.320
H 1.798 -2.506 -3.310
H 3.154 -2.566 -2.206
H 2.044 -1.175 -2.185
H 0.715 -6.128 -0.580
H -1.094 -6.439 0.836
H -2.439 -5.491 0.237
H -1.191 -5.276 2.732
H -2.762 -3.223 0.796
H -4.167 -2.175 2.210
H -6.340 -1.024 2.453
H -6.767 1.102 1.261
H -4.994 2.106 -0.149
C 4.641 -1.311 0.304
Sb 3.372 0.400 0.283
C 4.220 1.323 2.006
C 4.373 1.478 -1.250
H 5.583 -0.997 0.752
H 4.821 -1.658 -0.710
H 4.205 -2.118 0.892
H 4.990 2.021 1.680
H 4.670 0.543 2.619
H 3.467 1.858 2.584
H 5.310 1.858 -0.844
H 3.760 2.306 -1.604
H 4.583 0.805 -2.080
C 2.394 4.560 2.999
C 1.415 3.593 3.150
C 0.931 2.913 2.038
C 1.436 3.179 0.769
C 2.423 4.153 0.620
C 2.891 4.840 1.728
N 0.970 2.410 -0.344
C 0.709 3.054 -1.589
C 0.777 2.302 -2.758
C 0.415 2.853 -3.980
C -0.014 4.169 -4.050
C -0.078 4.926 -2.885
C 0.277 4.378 -1.662
H 2.764 5.100 3.862
H 1.007 3.381 4.130
H 0.127 2.196 2.156
H 2.812 4.377 -0.366
H 3.649 5.603 1.599
H 1.131 1.277 -2.713
H 0.475 2.252 -4.878
H -0.293 4.601 -5.001
H -0.419 5.953 -2.926
H 0.195 4.968 -0.757
C -0.464 0.098 4.670
C 0.715 -0.890 4.658
C 1.081 -1.014 3.168
O 0.131 -0.218 2.446
C -1.027 -0.055 3.270
H -0.114 1.120 4.825
H -1.200 -0.137 5.438
H 0.412 -1.856 5.058
H 1.555 -0.533 5.250
H 1.027 -2.048 2.820
H 2.074 -0.625 2.946
H -1.666 -0.941 3.195
H -1.585 0.807 2.906